No. 1
{
  "formula": "C34H43N3P2S2Si2Ti",
  "method": "ωB97M-V with the def2-TZVPD basis set",
  "species": ["Ti", "C", "Si", "C", "C", "N", "P", "C", "P", "N", "Si", "C", "C", "C", "C", "C", "C", "C", "C", "C", "C", "C", "C", "C", "C", "C", "C", "C", "C", "C", "C", "C", "C", "C", "C", "C", "C", "C", "H", "H", "H", "H", "H", "H", "H", "H", "H", "H", "H", "H", "H", "H", "H", "H", "H", "H", "H", "H", "H", "H", "H", "H", "H", "H", "H", "H", "H", "H", "H", "H", "H", "H", "H", "H", "H", "H", "S", "C", "N", "C", "C", "S", "H", "H", "H", "H", "H"],
  "coordinates": [[-0.317, -1.491, -0.500], [-2.615, -3.643, 1.004], [-3.241, -2.059, 0.135], [-4.901, -1.396, 0.773], [-3.169, -2.479, -1.751], [-1.908, -0.930, 0.384], [-1.849, 0.656, -0.081], [-0.791, 0.383, -1.479], [0.948, 0.675, -1.360], [1.361, -0.911, -1.164], [2.580, -1.915, -1.952], [1.890, -3.574, -1.248], [4.378, -1.582, -1.418], [2.386, -1.856, -3.853], [1.582, 1.418, -2.868], [2.918, 1.779, -2.999], [3.366, 2.267, -4.212], [2.490, 2.394, -5.280], [1.148, 2.077, -5.133], [0.692, 1.585, -3.923], [1.610, 1.545, 0.083], [1.759, 2.926, 0.091], [2.253, 3.547, 1.225], [2.589, 2.791, 2.338], [2.431, 1.413, 2.327], [1.934, 0.786, 1.202], [-3.424, 1.339, -0.627], [-4.271, 2.074, 0.195], [-5.474, 2.536, -0.312], [-5.829, 2.269, -1.625], [-4.981, 1.539, -2.445], [-3.776, 1.080, -1.948], [-1.316, 1.586, 1.381], [-1.225, 2.974, 1.343], [-0.886, 3.666, 2.490], [-0.625, 2.980, 3.665], [-0.699, 1.595, 3.699], [-1.050, 0.895, 2.559], [-3.317, -4.458, 0.865], [-1.644, -3.970, 0.607], [-2.500, -3.503, 2.076], [-5.442, -2.169, 1.308], [-4.765, -0.557, 1.450], [-5.535, -1.059, -0.040], [-3.559, -3.476, -1.938], [-3.770, -1.790, -2.338], [-2.132, -2.441, -2.150], [2.088, -3.653, -0.176], [0.793, -3.649, -1.412], [2.347, -4.438, -1.720], [4.463, -1.165, -0.418], [4.955, -2.503, -1.442], [4.861, -0.893, -2.105], [1.351, -1.728, -4.173], [2.959, -1.032, -4.270], [2.763, -2.767, -4.308], [3.583, 1.684, -2.152], [4.396, 2.558, -4.330], [2.850, 2.746, -6.233], [0.459, 2.218, -5.954], [-0.352, 1.336, -3.767], [1.497, 3.498, -0.787], [2.391, 4.615, 1.238], [2.990, 3.277, 3.214], [2.713, 0.832, 3.192], [1.814, -0.299, 1.151], [-3.991, 2.293, 1.216], [-6.138, 3.108, 0.316], [-6.768, 2.631, -2.015], [-5.255, 1.334, -3.468], [-3.075, 0.537, -2.573], [-1.429, 3.498, 0.420], [-0.837, 4.743, 2.471], [-0.380, 3.526, 4.562], [-0.501, 1.064, 4.619], [-1.147, -0.188, 2.565], [0.293, -2.421, 2.065], [1.576, -2.465, 3.137], [1.434, -2.828, 4.406], [2.563, -2.646, 5.295], [3.808, -2.590, 4.413], [3.228, -2.057, 2.759], [0.522, -3.057, 4.777], [2.619, -3.475, 6.004], [2.435, -1.714, 5.866], [4.274, -3.565, 4.282], [4.544, -1.878, 4.777]],
  "lowdin_charge": [0.87, -0.20, 0.45, -0.13, -0.14, -0.41, 0.79, -0.33, 0.78, -0.39, 0.47, -0.17, -0.14, -0.15, -0.32, -0.08, -0.05, -0.04, -0.05, -0.08, -0.30, -0.07, -0.05, -0.05, -0.07, -0.12, -0.31, -0.07, -0.05, -0.04, -0.05, -0.10, -0.30, -0.09, -0.06, -0.05, -0.06, -0.09, 0.04, 0.00, 0.02, 0.04, 0.03, 0.04, 0.04, 0.03, 0.02, 0.01, 0.02, 0.04, 0.02, 0.04, 0.03, 0.03, 0.03, 0.04, 0.11, 0.12, 0.12, 0.12, 0.09, 0.12, 0.12, 0.12, 0.09, 0.02, 0.11, 0.12, 0.12, 0.12, 0.09, 0.12, 0.12, 0.12, 0.11, 0.05, 0.70, -1.03, -0.04, -0.19, -0.36, 0.98, 0.16, 0.14, 0.13, 0.09, 0.09],
  "homo_ev": [-13.9, -13.9],
  "de_lowest_kcal_mol": 51.1,
  "charge": 2
}

***

No. 2
{
  "formula": "C34H44BBrN13O2PPt",
  "method": "ωB97M-V with the def2-TZVPD basis set",
  "species": ["Pt", "C", "C", "C", "C", "N", "N", "B", "N", "C", "C", "C", "C", "N", "N", "C", "C", "C", "C", "N", "N", "C", "C", "C", "C", "N", "H", "H", "H", "H", "H", "H", "H", "H", "H", "H", "H", "H", "H", "H", "H", "H", "H", "H", "H", "H", "Br", "C", "C", "N", "C", "C", "C", "C", "O", "O", "H", "H", "H", "C", "N", "C", "N", "C", "N", "C", "P", "C", "C", "H", "H", "H", "H", "H", "H", "H", "H", "H", "H", "H", "H", "H", "C", "C", "C", "C", "C", "C", "N", "H", "H", "H", "H", "H", "H", "H", "H"],
  "coordinates": [[-0.496, 0.681, 0.254], [1.142, -0.509, 3.729], [1.908, -0.257, 2.476], [3.255, -0.547, 2.290], [3.577, -0.023, 1.058], [2.483, 0.538, 0.534], [1.427, 0.389, 1.398], [2.400, 1.707, -0.495], [1.679, 2.842, 0.267], [2.198, 3.930, 0.854], [1.167, 4.666, 1.393], [0.001, 3.950, 1.112], [-1.396, 4.412, 1.379], [0.334, 2.830, 0.444], [1.544, 1.330, -1.752], [2.019, 1.196, -2.992], [0.949, 1.176, -3.867], [-0.192, 1.327, -3.072], [-1.587, 1.534, -3.575], [0.189, 1.393, -1.784], [3.742, 2.141, -0.996], [4.045, 3.316, -1.616], [5.263, 3.167, -2.211], [5.650, 1.835, -1.943], [6.894, 1.120, -2.375], [4.730, 1.215, -1.229], [1.539, -1.385, 4.244], [0.087, -0.639, 3.536], [1.252, 0.336, 4.411], [3.919, -1.033, 2.987], [4.513, 0.020, 0.522], [3.258, 4.123, 0.834], [1.233, 5.618, 1.893], [-1.414, 5.499, 1.366], [-1.759, 4.097, 2.359], [-2.083, 4.056, 0.617], [3.082, 1.155, -3.182], [0.985, 1.144, -4.945], [-1.653, 1.195, -4.609], [-1.830, 2.599, -3.575], [-2.334, 1.020, -2.980], [3.376, 4.162, -1.599], [5.817, 3.912, -2.760], [7.753, 1.788, -2.378], [6.784, 0.735, -3.390], [7.097, 0.278, -1.718], [-3.725, -2.490, -6.081], [-2.213, -2.210, -5.134], [-0.936, -2.394, -5.793], [0.195, -2.197, -5.165], [0.142, -1.821, -3.878], [-1.072, -1.602, -3.151], [-2.261, -1.796, -3.784], [-0.969, -1.111, -1.732], [-1.939, -0.475, -1.219], [0.125, -1.290, -1.158], [-0.892, -2.699, -6.834], [1.093, -1.679, -3.376], [-3.204, -1.624, -3.279], [-2.781, -4.666, 2.157], [-1.979, -3.924, 3.234], [-0.551, -4.515, 3.266], [0.041, -4.464, 1.978], [-0.777, -5.164, 0.993], [-2.114, -4.572, 0.907], [-2.099, -3.230, 0.330], [-1.078, -2.018, 1.336], [-1.955, -2.450, 2.944], [0.413, -3.115, 1.548], [-3.772, -4.217, 2.126], [-2.856, -5.703, 2.479], [-2.420, -4.083, 4.142], [-0.655, -5.542, 3.614], [0.016, -3.934, 3.991], [-0.870, -6.213, 1.274], [-0.292, -5.107, 0.020], [-3.118, -2.849, 0.244], [-1.677, -3.304, -0.671], [-2.989, -2.106, 2.873], [-1.497, -1.952, 3.792], [1.110, -2.681, 2.257], [0.922, -3.164, 0.585], [-3.592, 1.937, -0.869], [-3.458, 1.777, 0.593], [-4.489, 2.005, 1.566], [-3.902, 1.936, 2.785], [-2.507, 1.673, 2.554], [-1.426, 1.767, 3.554], [-2.280, 1.513, 1.226], [-4.278, 2.754, -1.090], [-4.013, 1.031, -1.314], [-2.626, 2.128, -1.327], [-5.517, 2.242, 1.333], [-4.348, 2.108, 3.754], [-1.556, 1.040, 4.361], [-1.469, 2.750, 4.034], [-0.453, 1.661, 3.088]],
  "mulliken_spin": [1.61, 0.01, 0.01, 0.01, -0.01, -0.04, 0.22, -0.02, -0.03, 0.01, 0.02, 0.00, 0.02, 0.25, 0.02, 0.00, 0.07, 0.05, -0.02, 0.23, 0.00, 0.00, 0.00, 0.00, 0.00, 0.00, 0.00, -0.01, 0.00, 0.00, 0.00, 0.00, 0.00, 0.00, 0.00, 0.00, 0.00, 0.00, 0.00, 0.00, 0.01, 0.00, 0.00, 0.00, 0.00, 0.00, 0.24, 0.21, 0.15, -0.06, 0.20, 0.02, 0.05, -0.04, 0.16, 0.12, 0.00, 0.03, 0.00, 0.00, 0.01, 0.00, 0.01, 0.00, 0.01, 0.02, 0.18, 0.04, 0.01, 0.00, 0.00, 0.00, 0.00, 0.00, 0.00, 0.00, 0.00, 0.00, 0.00, 0.00, 0.00, 0.00, 0.07, 0.32, 0.05, 0.06, 0.34, 0.06, 0.23, 0.01, 0.05, -0.01, 0.00, 0.00, 0.03, 0.02, 0.00],
  "spin_multiplicity": 6,
  "homo_ev": [-15.0, -15.0],
  "de_lowest_kcal_mol": 8.3,
  "s2": 8.79,
  "charge": 3
}

***

Question: Look up the charge of the second one.
Answer: +3

***

Question: charge of number 1 (C34H43N3P2S2Si2Ti)?
Answer: +2